Formula: C5H12
Source: the OMol25 dataset
Level of theory: the ωB97M-V functional and the def2-TZVPD basis

Each line ends with the Mulliken spin population.
Positions of all 17 atoms, in Å:
1 C -1.948 0.738 1.209  0.982
2 C -1.317 0.445 -0.078  1.652
3 C 0.169 0.186 0.279  0.092
4 C 0.945 -0.292 -1.000  1.044
5 C 2.255 -0.965 -0.541  0.328
6 H -3.071 0.818 0.956  -0.625
7 H -1.683 1.701 1.728  -0.267
8 H -1.974 -0.120 1.863  -0.132
9 H -1.406 1.081 -0.896  -0.277
10 H -1.834 -0.544 -0.544  -0.434
11 H 0.479 1.132 0.569  -0.154
12 H 0.347 -0.489 1.162  -0.203
13 H 0.281 -0.992 -1.655  -0.303
14 H 1.085 0.551 -1.671  -0.350
15 H 3.108 -0.263 -0.610  -0.056
16 H 2.024 -1.222 0.559  -0.125
17 H 2.539 -1.764 -1.332  -0.172

Atomic forces in eV per Å
-4.24 1.75 0.12
1.12 -4.68 0.47
-0.82 -1.92 -2.42
-1.16 -0.90 0.26
-0.07 -0.26 -0.88
1.06 0.35 0.71
0.09 -1.05 -0.46
0.61 -0.21 0.45
-0.13 1.74 -1.05
1.19 1.80 1.17
1.25 1.86 0.67
-0.60 0.40 -0.94
1.02 0.89 1.48
0.30 0.25 0.01
-0.36 -0.09 0.42
1.15 -0.53 -1.93
-0.42 0.59 1.93

Calculated values
relative energy (zero: lowest compared OMol25 entry of this formula, charge and spin) = 25.9 kcal per mole
<S²> = 0.750
total charge = -1
calculated total energy = -5376.6606 eV
multiplicity = 2